No. 1
The following is a DFT calculation (ωB97M-V with the def2-TZVPD basis set) of a single C19H22BrNO4 molecule.

Cartesian coordinates (Å):
C 4.014 2.994 1.953
C 3.422 3.103 0.917
C 2.696 3.163 -0.337
N 1.800 2.036 -0.473
C 0.476 2.190 -0.645
O -0.075 3.270 -0.756
C -0.290 0.905 -0.695
C -1.545 0.872 -1.142
C -2.366 -0.383 -1.151
C -3.788 -0.125 -0.720
C -4.056 0.756 0.321
C -5.353 0.979 0.744
C -6.389 0.308 0.118
C -6.148 -0.575 -0.919
C -4.845 -0.786 -1.332
H -4.653 -1.473 -2.143
H -6.967 -1.090 -1.398
Br -8.182 0.606 0.694
H -5.558 1.667 1.549
H -3.242 1.280 0.800
C -1.708 -1.392 -0.201
C -0.203 -1.447 -0.450
O 0.342 -2.370 0.426
C 1.751 -2.544 0.342
C 2.496 -1.661 1.346
C 4.015 -1.750 1.211
C 4.541 -1.093 -0.069
O 4.110 0.239 -0.224
H 4.399 0.759 0.537
H 5.639 -1.141 -0.077
H 4.175 -1.620 -0.952
H 4.336 -2.793 1.223
H 4.468 -1.248 2.071
H 2.179 -0.628 1.205
H 2.199 -1.966 2.351
H 2.082 -2.336 -0.681
H 1.932 -3.600 0.565
O 0.412 -0.182 -0.253
H 0.001 -1.744 -1.502
H -2.120 -2.392 -0.327
H -1.859 -1.083 0.835
H -2.380 -0.800 -2.167
H -1.992 1.790 -1.486
H 2.213 1.112 -0.437
H 2.079 4.068 -0.370
H 3.412 3.180 -1.168
H 4.530 2.944 2.866

Properties
SMILES string ... C#CCNC(=O)C1=C[C@H](c2ccc(Br)cc2)C[C@H](OCCCCO)O1
Frontier orbital gap ... 9.5 eV
Total charge ... 0
HOMO energy ... -8.8 eV

=====

No. 2
The following is a DFT calculation (ωB97M-V with the def2-TZVPD basis set) of a single C5H11NO3S molecule at a distorted geometry.

Cartesian coordinates (Å):
C -0.147 0.670 0.308
C 2.061 -0.632 0.775
C -2.595 -0.465 -1.535
C -1.266 -0.022 1.152
C 1.375 0.483 0.078
N 2.135 1.696 -0.027
O 0.415 0.225 -0.883
O -3.850 -0.664 0.843
O -3.161 1.566 0.225
S -2.864 0.127 0.228
H -0.512 1.769 0.421
H 2.799 -0.999 -0.048
H 1.309 -1.444 1.211
H 2.750 -0.432 1.646
H -1.719 0.084 -1.849
H -2.162 -1.474 -1.338
H -3.608 -0.230 -1.877
H -1.613 0.526 2.075
H -0.996 -0.996 1.344
H 2.171 2.085 -0.948
H 3.043 1.416 0.304

Properties
SMILES string ... C[C@@]1(N)O[C@H]1CS(C)(=O)=O
Frontier orbital gap ... 9.9 eV
Total charge ... 0
HOMO energy ... -9.3 eV

=====

No. 3
The following is a DFT calculation (ωB97M-V with the def2-TZVPD basis set) of a molecular structure, C35H41GdN6O5.

Cartesian coordinates (Å):
Gd -0.704 -0.333 -0.446
C 3.567 -0.164 1.969
C 2.742 -1.452 2.035
C 2.076 -1.861 0.701
N 0.631 -1.925 0.768
C 0.057 -2.860 1.493
C 0.747 -3.997 1.969
C 0.405 -5.002 2.876
C -0.706 -5.130 3.689
C -1.793 -4.262 3.693
C -2.093 -3.209 2.842
C -1.425 -2.681 1.697
N -2.021 -1.907 0.832
C -3.469 -1.765 0.832
C -3.966 -0.551 1.609
C -3.652 0.771 0.921
N -2.230 1.076 0.848
C -1.686 1.825 1.762
C -2.333 2.197 2.984
C -2.121 3.262 3.838
C -1.231 4.323 3.748
C -0.231 4.434 2.782
C 0.198 3.521 1.845
C -0.233 2.176 1.563
N 0.494 1.264 0.999
C 1.921 1.482 0.795
C 2.777 1.146 2.035
H 4.179 -0.170 1.055
H 4.284 -0.161 2.792
H 1.962 -1.344 2.793
H 3.385 -2.261 2.384
H 2.502 -2.805 0.347
H 2.334 -1.135 -0.069
H 1.747 -4.096 1.568
H 1.166 -5.768 2.996
H -0.721 -5.954 4.391
H -2.546 -4.451 4.453
H -3.037 -2.727 3.054
H -3.930 -2.678 1.210
H -3.794 -1.681 -0.208
H -3.543 -0.555 2.618
H -5.052 -0.628 1.715
H -4.188 1.594 1.398
H -4.028 0.715 -0.105
H -3.163 1.557 3.252
H -2.804 3.292 4.681
H -1.323 5.121 4.473
H 0.335 5.360 2.798
H 1.067 3.831 1.280
H 2.125 2.495 0.458
H 2.236 0.857 -0.045
H 2.123 1.130 2.913
H 3.481 1.966 2.201
O -0.676 4.460 -1.897
C -0.620 3.108 -1.872
O 0.356 2.471 -1.536
C -1.889 2.475 -2.338
C -2.915 3.196 -2.921
C -4.019 2.494 -3.392
C -4.048 1.113 -3.269
C -2.973 0.474 -2.663
N -1.923 1.142 -2.197
C -2.927 -1.041 -2.528
O -3.951 -1.656 -2.780
O -1.783 -1.488 -2.141
H 0.181 4.766 -1.555
H -2.841 4.271 -3.010
H -4.841 3.023 -3.858
H -4.871 0.507 -3.619
O 1.019 -0.593 -2.114
C 1.555 -0.753 -3.198
C 2.059 -2.096 -3.627
C 3.603 -1.972 -3.688
C 4.229 -0.942 -2.718
C 4.250 0.523 -3.196
C 2.889 1.211 -3.294
N 1.930 0.315 -3.975
H 1.642 -2.385 -4.595
H 1.732 -2.824 -2.888
H 3.908 -1.716 -4.708
H 4.026 -2.956 -3.490
H 5.265 -1.239 -2.550
H 3.746 -1.009 -1.736
H 4.740 0.553 -4.177
H 4.890 1.108 -2.529
H 2.954 2.143 -3.851
H 2.475 1.450 -2.316
H 2.316 -0.013 -4.853

Properties
Spin multiplicity ... 8
⟨S²⟩ ... 15.855
Frontier orbital gap (alpha / beta) ... 6.2 / 6.2 eV
Total charge ... 0
HOMO energy (alpha / beta) ... -6.5 / -6.5 eV

=====

No. 4
The following is a DFT calculation (ωB97M-V with the def2-TZVPD basis set) of a molecular structure, C13H29MnNOP2 at a distorted geometry.

Cartesian coordinates (Å):
Mn -0.137 0.167 -1.111
H 0.439 1.666 1.991
H 0.563 0.929 1.788
P -0.804 2.451 -1.028
P 1.897 -0.837 -1.131
C 1.409 -2.508 -1.766
H 2.266 -3.182 -1.923
H 0.708 -2.998 -1.075
H 0.885 -2.397 -2.727
C 3.355 -0.421 -2.121
H 3.784 0.507 -1.743
H 4.134 -1.185 -2.115
H 3.058 -0.236 -3.151
C 2.651 -1.153 0.512
H 1.993 -1.687 1.208
H 3.591 -1.741 0.462
H 2.891 -0.203 1.007
C 0.160 3.624 -2.140
H -0.286 4.633 -2.272
H 1.174 3.728 -1.716
H 0.277 3.154 -3.133
C -2.554 2.668 -1.642
H -3.239 2.241 -0.890
H -2.840 3.721 -1.829
H -2.682 2.092 -2.576
C -0.795 3.392 0.554
H 0.227 3.454 0.933
H -1.208 4.414 0.516
H -1.353 2.840 1.313
C -1.060 -0.515 -2.404
O -1.942 -1.126 -2.886
H 0.999 0.849 -1.761
C -3.074 -1.842 0.481
C -1.939 -2.031 1.391
C -1.751 -3.095 2.344
C -0.678 -2.708 3.172
C -0.258 -1.420 2.685
C 0.737 -0.597 3.372
N -0.949 -1.086 1.546
H -3.177 -0.774 0.237
H -4.019 -2.181 0.920
H -2.936 -2.374 -0.464
H -2.341 -4.016 2.390
H -0.256 -3.188 4.076
H 0.325 -0.103 4.267
H 1.620 -1.167 3.655
H 1.134 0.235 2.782

Properties
Spin multiplicity ... 5
⟨S²⟩ ... 6.177
Frontier orbital gap (alpha / beta) ... 8.3 / 6.6 eV
Total charge ... +1
HOMO energy (alpha / beta) ... -11.5 / -11.1 eV

=====

No. 5
The following is a DFT calculation (ωB97M-V with the def2-TZVPD basis set) of a single C3H3F2N5O2 molecule at a distorted geometry.

Cartesian coordinates (Å):
C -0.248 -0.594 -0.149
C 2.129 0.297 0.061
C -0.916 0.812 -0.335
N -0.882 -1.759 -0.026
N 0.098 -2.559 0.385
N 1.188 -1.975 0.575
N 1.051 -0.673 0.178
N -2.411 0.646 0.021
O -2.574 0.173 1.058
O -3.164 0.948 -0.827
F -0.467 1.774 0.488
F -0.881 1.345 -1.562
H 3.028 -0.107 0.511
H 2.325 0.592 -1.066
H 1.724 1.080 0.688

Properties
SMILES string ... Cn1nnnc1C(F)(F)[N+](=O)[O-]
Frontier orbital gap ... 11.4 eV
Total charge ... 0
HOMO energy ... -11.3 eV

=====

No. 6
The following is a DFT calculation (ωB97M-V with the def2-TZVPD basis set) of a molecular structure, C31H45Cl6LaP at a distorted geometry.

Cartesian coordinates (Å):
La 1.494 0.266 0.670
P -0.713 -0.682 -0.505
Cl 1.940 -2.244 0.845
C 2.272 0.068 -1.270
H 2.402 0.917 -1.925
H 2.707 -0.892 -1.487
C -1.384 -1.459 1.056
C -0.216 -1.999 -1.689
C -2.850 -1.862 0.978
H -0.753 -2.360 1.148
C -3.244 -2.636 2.246
H -3.480 -0.963 0.901
H -3.049 -2.474 0.087
C -2.976 -1.809 3.510
H -4.301 -2.921 2.191
H -2.661 -3.566 2.291
C -1.516 -1.356 3.574
H -3.629 -0.926 3.504
H -3.233 -2.387 4.403
C -1.112 -0.594 2.300
H -1.342 -0.723 4.452
H -0.859 -2.232 3.674
H -1.675 0.349 2.239
H -0.038 -0.339 2.394
C -1.862 0.459 -1.300
C 0.082 -1.419 -3.076
H 0.744 -2.354 -1.268
C 0.692 -2.510 -3.966
H -0.844 -1.053 -3.543
H 0.766 -0.566 -2.995
C -0.219 -3.737 -4.038
H 0.878 -2.108 -4.968
H 1.666 -2.802 -3.549
C -0.524 -4.284 -2.639
H -1.161 -3.459 -4.530
H 0.242 -4.516 -4.655
C -1.141 -3.210 -1.732
H -1.198 -5.146 -2.701
H 0.409 -4.636 -2.177
H -2.135 -2.934 -2.115
H -1.285 -3.621 -0.723
C -2.434 1.546 -0.375
H -1.227 0.962 -2.057
C -3.267 2.551 -1.181
H -3.068 1.071 0.388
H -1.643 2.085 0.157
C -4.383 1.853 -1.965
H -3.685 3.306 -0.506
H -2.605 3.078 -1.882
C -3.813 0.738 -2.847
H -5.103 1.419 -1.258
H -4.933 2.578 -2.574
C -2.985 -0.262 -2.021
H -4.620 0.207 -3.365
H -3.169 1.178 -3.621
H -3.642 -0.751 -1.287
H -2.604 -1.050 -2.680
C 0.656 2.490 1.047
C 0.967 2.510 -0.317
H -0.306 2.050 1.377
C 2.141 3.252 -0.841
H 0.215 2.159 -1.043
C 3.149 3.587 0.271
H 2.631 2.730 -1.662
H 1.745 4.188 -1.264
C 2.436 4.230 1.458
H 3.649 2.663 0.599
H 3.927 4.252 -0.124
C 1.382 3.283 2.064
H 3.154 4.529 2.230
H 1.938 5.146 1.113
H 1.860 2.629 2.817
H 0.623 3.862 2.606
Cl 2.031 0.214 3.998
C 3.607 0.441 3.252
C 3.734 0.480 1.881
C 4.963 0.598 1.269
Cl 5.134 0.593 -0.468
C 6.151 0.730 2.055
Cl 7.681 0.896 1.325
C 6.036 0.721 3.482
Cl 7.424 0.875 4.448
C 4.751 0.567 4.094
Cl 4.609 0.532 5.791

Properties
Frontier orbital gap ... 4.5 eV
Total charge ... -1
HOMO energy ... -2.3 eV

=====

In the order shown, the computed energy values come out to -3666.87836; -875.65993; -2828.80047; -2476.03541; -739.93800; -4342.21172 hartree.
In the order shown, the computed ΔE to the lowest compared entry with this formula, charge and spin values come out to 71.49; 302.18; 32.85; 89.17; 56.85; 2.28 kJ/mol.